The following is a quantum chemistry calculation of a single C5H11NO molecule at a distorted geometry, from the OMol25 dataset.

ORCA input file:
```
! wB97M-V def2-TZVPD RIJCOSX def2/J DEFGRID3
* xyz 0 1
C -1.99991 0.46046 1.86842
O -0.96503 -0.40678 1.48423
C -0.77761 -0.42267 0.09931
C 0.04704 0.77089 -0.44375
N 1.16594 -0.13262 -0.47044
C 2.24491 0.14595 -1.38037
C 0.41300 -1.32241 -0.27605
H -2.08568 0.39729 2.95511
H -2.95545 0.16049 1.41079
H -1.79366 1.50482 1.58676
H -1.71070 -0.62294 -0.43713
H -0.25338 1.11232 -1.45204
H 0.15077 1.65652 0.20678
H 2.61957 0.73324 -0.53582
H 1.89323 0.52043 -2.38042
H 2.89772 -0.70951 -1.58207
H 0.80152 -1.93976 0.54495
H 0.30772 -1.90572 -1.19825
*
```

## Properties
LUMO level (eV): 1.07
Relative energy (zero: lowest compared OMol25 entry of this formula, charge and spin) (kcal per mole): 81.77
Largest force on an atom (eV/A): 3.23
HOMO-LUMO gap (hartree): 0.33063
Energy (eV): -8898.1516
Highest occupied orbital energy (eV): -7.930

***

The following is a quantum chemistry calculation of 2 unconnected molecules or ions with the total composition C5H11NO at a distorted geometry, from the OMol25 dataset.

ORCA input file:
```
! wB97M-V def2-TZVPD RIJCOSX def2/J DEFGRID3
* xyz 0 1
C -0.52302 1.18826 -1.63510
N 0.39508 0.82755 -0.48297
C 0.09839 1.24752 0.81123
C -0.71253 2.27743 1.14129
C 2.08129 -0.12184 1.67297
C 0.94182 0.60733 1.80021
H -1.50860 0.77832 -1.53859
H -0.68420 2.23003 -1.69322
H 0.03452 1.08990 -2.64093
H 0.66105 -0.09774 -0.56657
H -1.34231 2.75354 0.38232
H -0.79045 2.48816 2.14957
H 2.54014 -0.42539 0.76233
H 2.59952 -0.44881 2.57433
H 0.63622 0.77062 2.94862
H -1.72073 -5.70156 -1.48455
H -0.94205 -4.69881 -2.36949
O -1.76416 -4.76448 -1.83144
*
```

## Properties
LUMO level (eV): 0.74
Relative energy (zero: lowest compared OMol25 entry of this formula, charge and spin) (kcal per mole): 65.17
Largest force on an atom (eV/A): 4.11
HOMO-LUMO gap (hartree): 0.32339
Energy (eV): -8898.8714
Highest occupied orbital energy (eV): -8.062

***

The following is a quantum chemistry calculation of a single C5H11NO molecule, from the OMol25 dataset.

ORCA input file:
```
! wB97M-V def2-TZVPD RIJCOSX def2/J DEFGRID3
* xyz 0 1
C -2.11694 0.36495 -0.72926
C -1.52180 -0.52132 0.39048
N -0.08937 -0.41937 0.69040
C 0.45140 0.89709 0.98778
C 0.77994 0.20726 -0.28263
C 2.10961 -0.45989 -0.54176
O 2.82583 -0.74852 0.63386
H -3.09625 0.74206 -0.43142
H -2.23932 -0.20100 -1.65535
H -1.52507 1.24692 -0.99083
H -2.05111 -0.33481 1.33130
H -1.71008 -1.57300 0.14487
H -0.22181 1.75468 0.94786
H 1.18037 0.92170 1.79554
H 0.30473 0.59937 -1.18085
H 1.93118 -1.36946 -1.13805
H 2.73816 0.20222 -1.14461
H 2.25054 -1.30889 1.17266
*
```

## Properties
LUMO level (eV): 1.05
Relative energy (zero: lowest compared OMol25 entry of this formula, charge and spin) (kcal per mole): 51.57
Largest force on an atom (eV/A): 0.33
HOMO-LUMO gap (hartree): 0.37547
Energy (eV): -8899.4610
Highest occupied orbital energy (eV): -9.171

***

The following is a quantum chemistry calculation of 2 unconnected molecules or ions with the total composition C5H11NO, from the OMol25 dataset.

ORCA input file:
```
! wB97M-V def2-TZVPD RIJCOSX def2/J DEFGRID3
* xyz 0 1
C 1.51115 1.01582 -1.37149
C 1.12582 -0.39440 -0.95344
N 0.21885 -0.34079 0.18752
C -0.67317 -1.45071 0.37447
C -1.18638 -0.15437 -0.16046
C -1.97488 0.77192 0.70958
O -1.87666 0.81271 1.91027
H 2.20828 1.00051 -2.21487
H 1.98012 1.54200 -0.53490
H 0.62402 1.58480 -1.67341
H 0.67416 -0.93825 -1.80369
H 2.01213 -0.95878 -0.64186
H -0.62448 -2.28217 -0.33029
H -0.88770 -1.70941 1.40908
H -1.43137 -0.12265 -1.22358
H -2.68448 1.43718 0.17417
H 0.50535 0.04337 3.44039
H 0.47926 0.14320 2.70252
*
```

## Properties
LUMO level (eV): 0.92
Relative energy (zero: lowest compared OMol25 entry of this formula, charge and spin) (kcal per mole): 72.81
Largest force on an atom (eV/A): 0.44
HOMO-LUMO gap (hartree): 0.38372
Energy (eV): -8898.5398
Highest occupied orbital energy (eV): -9.524